# 1
The following is a DFT calculation (ωB97M-V/def2-TZVPD) of 10 unconnected molecules or ions with the total composition C31H89N7O10 at a distorted geometry.

XYZ file:
```
137
C31H89N7O10 ωB97M-V/def2-TZVPD
C -3.087 3.900 1.457
O -3.436 4.686 0.271
C -2.609 5.769 -0.030
C -3.046 7.007 0.813
C -4.454 7.429 0.645
N -2.193 8.141 0.462
H -3.808 3.099 1.621
H -3.140 4.537 2.340
H -2.103 3.430 1.444
H -1.567 5.501 0.149
H -2.903 6.081 -1.032
H -2.916 6.681 1.845
H -4.887 7.534 -0.350
H -4.740 8.343 1.165
H -5.131 6.735 1.142
H -2.485 9.011 0.884
H -2.341 8.335 -0.518
C -5.675 -3.242 1.715
O -5.069 -2.123 2.193
C -3.619 -2.233 2.437
C -2.906 -0.886 2.521
C -2.623 -0.256 1.174
N -1.566 -1.006 3.128
H -5.749 -3.485 0.654
H -6.727 -3.107 1.967
H -5.420 -4.088 2.353
H -3.406 -2.816 3.333
H -3.192 -2.782 1.598
H -3.456 -0.092 3.027
H -2.298 0.781 1.252
H -3.626 -0.240 0.747
H -1.858 -0.830 0.652
H -1.370 -0.243 3.760
H -1.463 -1.783 3.765
C 6.080 -5.441 -2.012
O 5.842 -4.575 -3.114
C 5.638 -3.232 -2.728
C 4.191 -3.018 -2.148
C 3.152 -2.916 -3.236
N 4.184 -1.875 -1.289
H 5.365 -5.504 -1.191
H 7.066 -5.247 -1.591
H 6.215 -6.469 -2.346
H 6.396 -2.891 -2.023
H 5.761 -2.600 -3.607
H 3.887 -3.892 -1.572
H 2.238 -2.455 -2.861
H 2.830 -3.852 -3.692
H 3.579 -2.461 -4.130
H 5.056 -1.937 -0.785
H 3.468 -2.016 -0.591
C 0.114 -2.856 -0.715
O 0.467 -3.850 -1.694
C -0.619 -4.685 -2.170
C -0.059 -5.348 -3.496
C 0.112 -4.320 -4.632
N -1.022 -6.349 -3.985
H -0.818 -2.377 -1.013
H 0.778 -2.029 -0.466
H -0.102 -3.342 0.237
H -0.897 -5.342 -1.347
H -1.516 -4.124 -2.433
H 0.876 -5.864 -3.280
H -0.806 -4.038 -5.147
H 0.575 -4.925 -5.412
H 0.819 -3.496 -4.542
H -1.870 -5.886 -4.279
H -1.340 -6.809 -3.144
C 3.303 0.007 2.280
O 3.098 1.178 1.482
C 1.852 1.140 0.800
C 1.454 2.526 0.205
C 0.232 2.471 -0.751
N 2.558 3.080 -0.573
H 3.735 0.350 3.220
H 4.040 -0.622 1.782
H 2.355 -0.447 2.569
H 2.109 0.379 0.063
H 0.925 0.769 1.237
H 1.377 3.230 1.033
H -0.178 3.480 -0.764
H -0.578 1.839 -0.389
H 0.425 2.314 -1.812
H 3.054 3.486 0.207
H 3.274 2.431 -0.866
C 2.862 -0.958 6.249
O 1.614 -1.592 6.192
C 1.465 -2.678 5.253
C 0.137 -3.366 5.564
C -0.117 -4.532 4.640
N -0.992 -2.497 5.603
H 2.904 0.088 6.555
H 3.472 -1.206 5.380
H 3.341 -1.368 7.137
H 1.554 -2.227 4.265
H 2.285 -3.390 5.351
H 0.284 -3.656 6.605
H 0.011 -4.185 3.615
H -1.120 -4.943 4.752
H 0.603 -5.347 4.719
H -1.684 -2.750 6.293
H -0.692 -1.603 5.968
C -2.653 2.688 -2.346
O -3.025 1.917 -3.462
C -3.765 2.527 -4.529
C -5.177 2.959 -4.142
C -5.828 1.824 -3.423
N -5.886 3.439 -5.360
H -3.552 3.064 -1.857
H -1.909 3.476 -2.466
H -2.235 2.060 -1.560
H -3.219 3.454 -4.703
H -3.915 1.814 -5.340
H -5.082 3.797 -3.452
H -6.898 1.952 -3.261
H -5.451 1.611 -2.423
H -5.615 0.864 -3.893
H -6.757 3.853 -5.061
H -5.285 3.936 -6.003
C 0.155 1.021 4.690
O -0.113 0.261 5.800
H 0.767 1.919 4.765
H 0.481 0.334 3.908
H -0.736 1.477 4.258
H 0.743 -0.035 6.115
C 4.826 3.529 -3.703
O 4.957 4.336 -4.924
H 4.631 2.464 -3.828
H 5.757 3.621 -3.144
H 3.992 3.886 -3.098
H 5.744 4.884 -4.910
C 6.166 0.530 -1.664
O 5.484 1.247 -0.603
H 6.420 -0.455 -1.273
H 5.575 0.531 -2.580
H 7.118 1.022 -1.862
H 4.553 1.026 -0.683
```

* relative energy (zero: lowest compared OMol25 entry of this formula, charge and spin): 149.8 kcal per mole
* gap between HOMO and LUMO: 0.3360 hartree
* F_max: 3.46 eV Å⁻¹
* LUMO level: 0.365 eV
* SMILES: COC[C@H](C)N.COC[C@H](C)N.COC[C@H](C)N.COC[C@H](C)N.COC[C@H](C)N.COC[C@H](C)N.COC[C@H](C)N.CO.CO.CO
* HOMO energy: -8.777 eV

# 2
The following is a DFT calculation (ωB97M-V/def2-TZVPD) of 11 unconnected molecules or ions with the total composition C31H89N7O11 at a distorted geometry.

XYZ file:
```
138
C31H89N7O11 ωB97M-V/def2-TZVPD
C -0.863 -1.502 -2.019
O -0.375 -2.059 -3.220
C -1.277 -2.807 -4.017
C -1.261 -2.263 -5.422
C -2.347 -2.945 -6.261
N 0.034 -2.470 -6.069
H -1.126 -0.450 -2.208
H -0.026 -1.414 -1.326
H -1.697 -2.065 -1.600
H -0.944 -3.853 -4.044
H -2.284 -2.805 -3.591
H -1.432 -1.182 -5.331
H -2.104 -4.006 -6.307
H -2.332 -2.554 -7.280
H -3.346 -2.771 -5.863
H 0.116 -1.971 -6.942
H 0.771 -2.162 -5.443
C -3.408 -3.062 7.112
O -2.602 -2.961 5.979
C -3.295 -3.132 4.762
C -2.348 -2.826 3.612
C -1.706 -1.440 3.722
N -2.942 -3.169 2.342
H -3.887 -4.052 7.164
H -4.197 -2.305 7.186
H -2.773 -2.997 7.995
H -3.705 -4.146 4.710
H -4.127 -2.407 4.720
H -1.491 -3.491 3.799
H -2.411 -0.603 3.699
H -1.029 -1.301 2.875
H -1.146 -1.400 4.656
H -2.266 -3.016 1.600
H -3.725 -2.556 2.082
C -1.052 2.594 -1.050
O -1.554 2.792 -2.345
C -0.556 3.185 -3.282
C -1.046 2.985 -4.709
C -1.040 1.501 -5.059
N -0.092 3.718 -5.543
H -0.011 2.266 -0.969
H -1.701 1.880 -0.537
H -1.162 3.520 -0.467
H -0.350 4.235 -3.021
H 0.392 2.669 -3.077
H -2.084 3.334 -4.727
H -0.042 1.070 -5.197
H -1.615 1.311 -5.963
H -1.356 0.958 -4.165
H -0.304 4.708 -5.500
H -0.106 3.423 -6.510
C -6.467 3.254 1.120
O -5.383 2.333 1.307
C -5.879 1.020 1.227
C -4.674 0.045 1.059
C -3.825 0.295 -0.173
N -5.089 -1.360 1.149
H -6.925 3.057 0.148
H -6.087 4.268 1.194
H -7.241 3.105 1.878
H -6.347 0.659 2.146
H -6.459 0.877 0.308
H -4.028 0.201 1.933
H -2.935 -0.336 -0.171
H -3.486 1.328 -0.176
H -4.413 0.038 -1.060
H -5.415 -1.681 0.241
H -5.884 -1.457 1.775
C 6.624 -5.324 -2.492
O 5.347 -5.100 -1.966
C 5.238 -3.824 -1.352
C 3.852 -3.688 -0.732
C 3.794 -2.340 -0.033
N 3.546 -4.717 0.286
H 7.417 -5.227 -1.739
H 6.864 -4.696 -3.356
H 6.685 -6.366 -2.814
H 6.016 -3.692 -0.587
H 5.407 -3.058 -2.120
H 3.124 -3.786 -1.538
H 3.829 -1.523 -0.759
H 4.611 -2.187 0.675
H 2.853 -2.243 0.509
H 4.292 -4.654 0.982
H 3.758 -5.617 -0.151
N -3.237 4.475 1.675
C -2.256 3.832 2.362
N -2.343 2.470 2.409
O -1.271 4.402 2.835
H -3.309 5.470 1.601
H -4.071 3.934 1.508
H -1.479 1.987 2.586
H -3.065 2.023 1.871
C 1.812 -3.283 4.327
C 1.599 -1.972 5.113
O 1.479 -0.907 4.159
H 0.854 -3.469 3.846
H 2.112 -4.093 4.989
H 2.565 -3.136 3.555
H 2.363 -1.741 5.854
H 0.607 -2.003 5.568
H 2.166 -0.236 4.188
C 2.465 4.504 -0.091
C 1.368 5.067 0.764
O 0.641 6.028 -0.059
H 3.145 3.787 0.367
H 3.107 5.291 -0.494
H 2.038 3.963 -0.940
H 1.625 5.597 1.679
H 0.613 4.302 0.967
H 0.366 6.751 0.507
C 3.422 2.078 -3.352
C 2.917 0.645 -3.131
O 2.580 0.041 -4.389
H 2.599 2.544 -3.900
H 4.267 2.042 -4.038
H 3.700 2.506 -2.392
H 2.033 0.568 -2.489
H 3.719 0.010 -2.748
H 1.991 0.647 -4.852
C 4.448 3.540 2.816
C 4.829 2.244 2.101
O 4.521 1.054 2.829
H 4.520 3.506 3.905
H 3.395 3.762 2.625
H 5.047 4.382 2.471
H 5.924 2.255 2.024
H 4.397 2.201 1.106
H 4.812 1.208 3.733
C 1.832 0.570 0.831
C 0.449 -0.027 1.084
O -0.072 0.466 2.312
H 1.861 1.621 0.530
H 2.331 0.027 0.023
H 2.451 0.485 1.725
H 0.532 -1.110 1.204
H -0.096 0.257 0.183
H 0.208 -0.181 2.975
```

* relative energy (zero: lowest compared OMol25 entry of this formula, charge and spin): 0.0 kcal per mole
* gap between HOMO and LUMO: 0.3421 hartree
* F_max: 2.62 eV Å⁻¹
* LUMO level: 0.579 eV
* SMILES: COC[C@H](C)N.COC[C@H](C)N.COC[C@H](C)N.COC[C@H](C)N.COC[C@H](C)N.NC(N)=O.CCO.CCO.CCO.CCO.CCO
* HOMO energy: -8.730 eV